# 1
# C4H6N2O

An isolated molecule of C4H6N2O at a distorted geometry (ωB97M-V with the def2-TZVPD basis set, OMol25).

Structure (XYZ):
```
13
Properties=species:S:1:pos:R:3:forces:R:3:mulliken_charge:R:1
C 1.395 -1.021 0.682 1.0 0.6 0.1 -0.720
C 0.679 0.917 -1.686 1.9 -0.9 -1.8 -0.308
C 0.456 -0.152 0.242 -0.3 -3.2 2.4 0.527
C -1.006 -0.537 0.618 0.0 1.9 -0.2 0.318
N 0.612 1.005 -0.449 -0.5 1.7 0.6 -0.413
N -1.856 0.538 0.677 1.0 1.3 -0.2 -0.370
O -1.384 -1.656 0.785 0.1 -1.3 0.2 -0.571
H 2.498 -0.955 0.482 -1.3 0.4 -0.1 0.275
H 1.190 -1.788 1.445 -0.5 0.3 -0.9 0.256
H 0.871 1.819 -2.313 -0.5 -0.8 0.4 0.262
H 0.841 -0.148 -2.041 -0.5 1.3 -0.7 0.300
H -1.469 1.480 0.658 -0.1 -0.6 -0.1 0.230
H -2.827 0.496 0.901 -0.2 -0.7 0.1 0.213
```
Forces are in eV/Å.

The calculation puts the lowest unoccupied orbital energy at 0.813 eV. As for the structure (SMILES): C=NC(=C)C(N)=O. For the HOMO energy, the calculation gives -9.36 eV. The energy above the lowest of the compared OMol25 structures with the same formula, charge and spin is 43.5 kcal/mol. As for the HOMO-LUMO gap: 10.173 eV.

# 2
# C4H6N2O

A cluster of 2 separate species, C4H6N2O in total at a distorted geometry (ωB97M-V with the def2-TZVPD basis set, OMol25).

Structure (XYZ):
```
13
Properties=species:S:1:pos:R:3:forces:R:3:mulliken_charge:R:1
C -0.562 -1.098 -1.907 0.0 0.1 0.0 -0.754
C 0.442 -0.063 -1.667 0.7 0.6 0.4 0.452
N 1.226 0.774 -1.480 -0.8 -0.8 -0.1 -0.474
C 0.899 -0.358 0.853 0.1 0.2 0.0 -0.665
C -0.101 0.530 1.449 -0.3 -0.1 -0.3 0.775
O 0.145 1.138 2.650 0.2 -0.1 0.0 -0.494
N -1.215 0.668 0.847 0.3 0.1 0.3 -0.536
H -0.942 -1.015 -2.928 0.0 0.0 0.1 0.334
H -1.367 -0.946 -1.182 0.1 0.0 -0.1 0.268
H -0.112 -2.081 -1.757 -0.1 0.2 0.0 0.263
H 1.887 0.134 0.887 -0.1 0.0 0.0 0.258
H 1.086 1.103 2.879 -0.2 0.0 -0.1 0.334
H -1.743 1.430 1.277 0.0 0.0 -0.1 0.239
```
Forces are in eV/Å.

The calculation puts the lowest unoccupied orbital energy at -1.097 eV. For the HOMO energy, the calculation gives -9.28 eV. The energy above the lowest of the compared OMol25 structures with the same formula, charge and spin is 116.9 kcal/mol. As for the HOMO-LUMO gap: 8.183 eV.

# 3
# C4H6N2O

An isolated molecule of C4H6N2O at a distorted geometry (ωB97M-V with the def2-TZVPD basis set, OMol25).

Structure (XYZ):
```
13
Properties=species:S:1:pos:R:3:forces:R:3:mulliken_charge:R:1
N 1.787 0.312 1.885 -1.9 -0.9 0.0 -0.561
C 0.607 0.444 1.450 -1.8 -1.0 0.2 0.067
O 0.062 1.312 0.591 0.3 0.8 -0.3 -0.424
C 0.077 0.902 -0.766 0.1 0.1 -0.3 -0.404
C -0.942 -0.205 -1.086 0.0 0.1 0.0 -0.399
C -0.485 -1.553 -0.727 0.3 -0.9 0.2 0.211
N -0.107 -2.612 -0.456 -0.4 1.1 -0.2 -0.403
H 1.298 -0.501 2.339 3.4 -0.2 1.3 0.340
H -0.152 -0.308 1.855 -0.1 1.1 -0.8 0.345
H 1.090 0.596 -1.048 -0.1 0.0 0.0 0.354
H -0.198 1.804 -1.309 0.0 -0.1 -0.1 0.278
H -1.882 0.006 -0.565 0.1 0.0 -0.1 0.270
H -1.155 -0.197 -2.162 0.1 0.0 0.2 0.327
```
Forces are in eV/Å.

The calculation puts the lowest unoccupied orbital energy at 0.599 eV. As for the structure (SMILES): [H]/N=C/OCCC#N. For the HOMO energy, the calculation gives -10.75 eV. The energy above the lowest of the compared OMol25 structures with the same formula, charge and spin is 68.0 kcal/mol. As for the HOMO-LUMO gap: 11.346 eV.

# 4
# C4H6N2O

An isolated molecule of C4H6N2O at a distorted geometry (ωB97M-V with the def2-TZVPD basis set, OMol25).

Structure (XYZ):
```
13
Properties=species:S:1:pos:R:3:forces:R:3:mulliken_charge:R:1
N 0.862 -2.527 -0.158 -1.4 0.7 0.1 -0.564
C 0.193 -1.566 0.314 -1.4 0.4 -0.1 0.072
O 0.561 -0.636 1.206 0.6 0.0 0.3 -0.408
C 0.763 0.651 0.647 0.2 0.3 0.0 -0.365
C -0.509 1.329 0.102 0.0 0.0 0.1 -0.476
C -0.844 0.964 -1.280 -0.2 -0.3 -1.0 0.243
N -1.086 0.692 -2.378 0.2 0.2 1.2 -0.408
H -0.011 -2.761 -0.658 1.4 -2.1 -1.1 0.317
H -0.875 -1.482 -0.028 0.5 0.6 0.6 0.342
H 1.530 0.588 -0.133 -0.1 0.1 0.1 0.352
H 1.142 1.236 1.482 0.0 0.1 -0.1 0.279
H -1.358 1.096 0.754 0.1 0.0 -0.1 0.279
H -0.367 2.415 0.130 0.0 -0.2 0.0 0.339
```
Forces are in eV/Å.

The calculation puts the lowest unoccupied orbital energy at 0.586 eV. As for the structure (SMILES): [H]/N=C/OCCC#N. For the HOMO energy, the calculation gives -10.87 eV. The energy above the lowest of the compared OMol25 structures with the same formula, charge and spin is 57.7 kcal/mol. As for the HOMO-LUMO gap: 11.456 eV.

# 5
# C4H6N2O

An isolated molecule of C4H6N2O (ωB97M-V with the def2-TZVPD basis set, OMol25).

Structure (XYZ):
```
13
Properties=species:S:1:pos:R:3:forces:R:3:mulliken_charge:R:1
N 1.467 -1.819 0.087 0.1 0.0 0.0 -0.540
C 0.638 -0.653 0.080 -0.1 0.3 -0.1 0.714
C 0.895 0.607 0.552 0.2 -0.1 0.1 -1.030
N -0.221 1.365 0.306 0.0 0.0 0.1 0.022
C -1.188 0.634 -0.309 0.5 0.0 0.2 0.340
O -2.307 1.423 -0.448 -0.1 -0.4 -0.3 -0.531
C -0.679 -0.652 -0.500 0.0 0.4 -0.2 -0.702
H 2.351 -1.683 -0.389 -0.1 0.1 0.1 0.257
H 1.657 -2.162 1.023 -0.1 0.1 -0.2 0.258
H 1.770 1.065 0.982 0.0 -0.2 0.1 0.363
H -0.393 2.310 0.605 0.1 -0.1 0.0 0.202
H -3.055 1.054 -0.922 0.3 -0.5 -0.1 0.328
H -0.939 -1.504 -1.119 -0.7 0.3 0.3 0.319
```
Forces are in eV/Å.

The calculation puts the lowest unoccupied orbital energy at 0.791 eV. As for the structure (SMILES): Nc1c[nH]c(O)c1. For the HOMO energy, the calculation gives -7.68 eV. The energy above the lowest of the compared OMol25 structures with the same formula, charge and spin is 31.3 kcal/mol. As for the HOMO-LUMO gap: 8.475 eV.

# 6
# C4H6N2O

A structure of composition C4H6N2O (ωB97M-V with the def2-TZVPD basis set, OMol25).

Structure (XYZ):
```
13
Properties=species:S:1:pos:R:3:forces:R:3:mulliken_charge:R:1
C 2.360 0.488 -0.267 0.1 0.2 -0.1 -0.617
O 1.602 -0.443 0.510 -0.2 -0.1 0.0 -0.329
C 0.296 -0.350 0.416 0.1 0.0 0.0 0.870
C -0.568 -1.296 1.227 -0.3 0.3 -0.3 -0.544
N -1.740 -0.853 0.790 0.1 -0.2 0.3 0.067
C -1.639 0.437 0.141 0.1 -0.1 -0.2 -0.172
N -0.338 0.558 -0.279 0.0 -0.2 0.2 -0.454
H 2.133 0.374 -1.330 0.0 0.0 0.1 0.304
H 3.405 0.253 -0.067 -0.2 0.0 0.0 0.226
H 2.124 1.510 0.041 0.0 -0.1 0.0 0.305
H -2.458 -0.054 -1.481 0.1 -0.1 0.1 0.144
H -2.613 -1.154 1.205 0.1 0.0 -0.1 0.198
H -2.566 0.530 -0.905 -0.1 0.1 0.0 0.001
```
Forces are in eV/Å.

The calculation puts the lowest unoccupied orbital energy (alpha / beta) at -1.046 / -1.046 eV. For the HOMO energy (alpha / beta), the calculation gives -8.76 / -8.76 eV. The energy above the lowest of the compared OMol25 structures with the same formula, charge and spin is 161.4 kcal/mol. As for the HOMO-LUMO gap (alpha / beta): 7.718 / 7.718 eV.